(1)
Density functional theory data (wB97M-V/def2-TZVPD) for an isolated molecule of C3H8O4.

Results
Net charge: 0
Structure (SMILES): CC(C)(OO)OO

Last column: Mulliken charge in e.
Positions of all 15 atoms, in Å:
C: -1.20269 0.51022 0.24924  -1.220
C: 0.10437 -0.19473 -0.01967  1.191
C: -0.02463 -1.70660 -0.08012  -1.496
O: 1.12764 0.16343 -0.84125  -0.263
O: 0.40928 1.28440 -1.70418  -0.377
O: 1.07145 0.02485 1.27958  -0.299
O: 1.03622 1.34970 1.74614  -0.359
H: -1.95802 0.18394 -0.46189  0.368
H: -1.09052 1.59062 0.23826  0.348
H: -1.53705 0.27117 1.25680  0.374
H: -0.63791 -1.97748 -0.93596  0.376
H: 0.95233 -2.17406 -0.16867  0.378
H: -0.45460 -2.06857 0.85030  0.345
H: 0.53914 0.91536 -2.58959  0.322
H: 1.66500 1.82777 1.18100  0.312

***

(2)
Density functional theory data (wB97M-V/def2-TZVPD) for a cluster of 2 separate species, C3H8O5P in total.

Results
Net charge: -1

Last column: Mulliken charge in e.
Positions of all 17 atoms, in Å:
C: -2.75943 -1.26927 0.38739  -1.030
C: 2.24050 1.70425 0.08711  -0.646
C: -1.75627 -0.20664 -0.02584  0.794
O: 1.17111 -0.87133 -1.55488  -0.462
O: 2.80782 -1.18836 0.29663  -0.667
O: -1.27234 0.44984 1.00279  -0.492
O: -1.49912 0.02299 -1.18625  -0.699
O: 1.17156 0.88322 0.40048  -0.430
P: 1.36375 -0.92513 0.13253  0.065
H: -2.30817 -2.24068 0.18643  0.232
H: -2.98059 -1.18499 1.44728  0.312
H: -3.66729 -1.17890 -0.20649  0.283
H: 3.16039 1.10878 0.05782  0.209
H: 2.33768 2.48157 0.85560  0.234
H: 2.09799 2.18517 -0.89108  0.250
H: -0.37505 0.84487 0.76657  0.643
H: 0.26750 -0.61539 -1.75609  0.403

***

Electronic energy across the listed records, respectively: -419.82537, -836.80539 Eh.
Energy relative to the best compared isomer or geometry (same formula, charge and spin) across the listed records, respectively: 7.239, 0.227 eV.
HOMO level across the listed records, respectively: -9.74, -3.68 eV.